Entry 1:
# C20H41Cl6MgN3O18P2S2V

A molecular structure, C20H41Cl6MgN3O18P2S2V in a non-equilibrium geometry (ωB97M-V/def2-TZVPD, the OMol25 dataset).

The geometry in XYZ format:
```
94
Properties=species:S:1:pos:R:3
Mg 1.1985 -1.1033 -2.5024
O 1.9570 2.8708 -5.2324
V 1.1615 1.5408 -5.0601
O 0.6468 1.1409 -6.5054
S -0.6117 0.6811 -2.8505
O 0.3634 0.5856 -1.7041
O -0.1673 1.9758 -3.6492
O -0.5230 -0.5847 -3.7234
O -1.9023 0.9976 -2.2974
S 3.2121 -1.0518 -4.3736
O 2.4400 -2.2248 -3.7745
O 3.5465 -1.3893 -5.7158
O 2.2478 0.1567 -4.1490
O 4.4097 -0.8058 -3.5065
C -0.0099 0.9668 1.2758
C -0.2676 -0.1119 2.3031
O -1.4032 0.2359 3.1316
P -1.9130 -0.8575 4.1825
O -2.4769 -2.1170 3.6526
O -0.5872 -1.1334 5.0959
C -0.5257 -2.3840 5.9269
C -1.6877 -2.5008 6.8377
O -2.8468 -0.0625 5.1637
C -4.2850 0.0703 4.7870
C -4.5863 1.4094 4.1503
H -0.7764 0.8659 0.5117
H -0.1415 1.9587 1.6887
H 1.0048 0.8283 0.8223
H -0.3630 -1.1358 1.8911
H 0.5750 -0.1052 3.0196
H -0.4742 -3.2678 5.2729
H 0.4054 -2.2449 6.3995
H -1.4628 -3.1956 7.6313
H -1.7669 -1.5298 7.3442
H -2.6394 -2.7131 6.2871
H -4.5398 -0.7016 4.0751
H -4.8296 -0.0837 5.7023
H -4.1600 2.3051 4.5915
H -4.2401 1.3537 3.1264
H -5.6868 1.5601 4.1531
C 6.2085 -3.6178 -0.5764
C 5.0884 -2.6779 -1.0356
O 4.6770 -1.8988 0.1448
P 3.2843 -1.2648 0.2664
O 2.3574 -1.5558 -0.8565
O 2.6202 -1.6262 1.5824
C 3.4295 -1.5511 2.9182
C 2.7304 -2.1777 4.0889
O 3.4340 0.2698 0.4424
C 4.0139 1.2037 -0.4970
C 4.3161 2.4946 0.1736
H 6.5695 -4.2655 -1.3532
H 7.0682 -3.0900 -0.1627
H 5.8750 -4.1842 0.3152
H 5.4899 -1.9607 -1.7793
H 4.2287 -3.2111 -1.4015
H 4.3690 -2.0466 2.6644
H 3.6072 -0.4881 3.1391
H 2.5929 -3.2597 3.9565
H 3.5017 -2.0153 4.8525
H 1.8428 -1.6500 4.3679
H 4.9853 0.7751 -0.8761
H 3.2470 1.2534 -1.2785
H 5.0154 2.1694 0.9485
H 4.7546 3.2690 -0.4452
H 3.4412 2.7830 0.7255
C -3.5053 -0.9506 -4.7121
C -4.8265 -1.5170 -4.6984
N -5.8776 -1.9792 -4.7189
H -3.2924 -0.4574 -3.7835
H -3.3789 -0.2818 -5.5789
H -2.7610 -1.7489 -4.8966
C -2.9463 3.3817 -5.2573
C -2.8718 4.4104 -6.3219
N -2.6735 5.0846 -7.2551
H -2.7477 2.3780 -5.6581
H -3.8811 3.4685 -4.7050
H -2.1156 3.5818 -4.5763
C -2.8523 -1.7937 0.2196
C -1.8063 -2.0720 -0.7572
N -0.9372 -2.2255 -1.5003
H -2.4987 -1.0274 0.9124
H -3.0561 -2.6815 0.8137
H -3.7652 -1.4487 -0.2917
C 0.0613 4.3749 -1.3412
Cl 0.2457 5.0552 0.3035
Cl 1.3719 4.7253 -2.4427
Cl -1.4230 4.9638 -2.0119
H -0.0098 3.3256 -1.3387
C -4.1988 2.2927 -1.0204
Cl -3.4653 2.6641 0.5113
Cl -5.1601 3.5841 -1.7373
Cl -5.2821 0.9690 -0.7551
H -3.3889 2.0487 -1.7060
```

Computed properties:
Net charge = -1
HOMO-LUMO gap = 8.5 eV
Spin multiplicity = 1
E = -209260.232 eV
HOMO level = -6.7 eV

Entry 2:
# C20H41CsN5O7P2

A molecular structure, C20H41CsN5O7P2 in a non-equilibrium geometry (ωB97M-V/def2-TZVPD, the OMol25 dataset).

The geometry in XYZ format:
```
76
Properties=species:S:1:pos:R:3
Cs -0.7900 -1.0582 -1.7053
O 2.6089 1.8985 -0.6132
N 1.7069 1.2454 -1.1531
N 1.0606 2.0033 -2.0143
O -0.0069 1.5135 -2.6495
C 1.2753 3.3941 -2.2351
C 0.2179 4.2840 -2.3977
C 0.5517 5.5847 -2.8000
C 1.8701 5.9209 -3.0427
C 2.9154 5.0164 -2.8175
C 2.5716 3.7322 -2.4333
H -0.8692 3.9963 -2.2275
H -0.1983 6.3496 -2.8075
H 2.1243 6.9437 -3.2362
H 3.9368 5.2936 -2.9544
H 3.3653 3.0070 -2.2793
C 2.0827 -5.0764 -0.4111
N 3.1800 -4.1104 -0.4872
C 4.1999 -4.4375 0.5095
P 3.0511 -2.5400 -0.9854
O 1.6893 -2.3535 -1.5055
N 3.4678 -1.6417 0.4240
C 4.6999 -0.7953 0.5906
C 2.3016 -1.1431 1.1468
N 4.2473 -2.2757 -2.0864
C 4.0477 -0.9958 -2.7246
C 4.8475 -3.3873 -2.7661
H 1.6245 -5.1372 0.5786
H 2.5237 -6.0344 -0.6401
H 1.2706 -4.8162 -1.1272
H 3.9878 -4.0874 1.5299
H 5.0989 -4.0686 0.1354
H 4.3263 -5.5316 0.5083
H 5.4376 -1.3338 0.0327
H 5.0065 -0.7304 1.6232
H 4.5824 0.2296 0.2411
H 1.5106 -1.8668 1.2171
H 1.9177 -0.2519 0.6972
H 2.5679 -0.8819 2.1640
H 3.5959 -0.3228 -2.0477
H 3.4387 -0.9902 -3.6494
H 4.9099 -0.4580 -2.9505
H 5.6020 -2.9806 -3.3757
H 4.1687 -3.9822 -3.3899
H 5.1969 -4.0942 -2.0684
C -5.1117 -2.7976 2.6687
C -4.7600 -1.2893 2.7794
C -3.4199 -1.0529 3.5149
C -5.9526 -0.6261 3.5038
O -4.7252 -0.6942 1.4701
P -3.5204 -0.3420 0.5016
O -2.4377 -1.3663 0.5852
O -4.0933 -0.1601 -0.8399
O -2.9494 1.0138 1.1657
C -3.3986 2.4071 0.9141
C -2.4556 3.2675 1.7445
C -4.8128 2.5775 1.4454
C -3.3031 2.8035 -0.5978
H -4.7761 -3.2329 3.5731
H -4.7444 -3.3928 1.7908
H -6.1889 -2.8580 2.5150
H -3.5835 -1.3649 4.5296
H -3.1837 -0.0513 3.5423
H -2.5914 -1.5532 2.9447
H -6.2585 -1.2714 4.2896
H -6.7475 -0.4625 2.6956
H -5.6066 0.2848 3.8934
H -2.5602 2.9814 2.8225
H -2.7981 4.3081 1.6131
H -1.4481 3.1397 1.3275
H -4.7629 2.2579 2.5161
H -5.5253 2.0284 0.8769
H -5.1824 3.6302 1.4316
H -2.3076 2.6540 -1.0876
H -3.6840 3.8475 -0.7190
H -4.0326 2.2844 -1.2272
```

Computed properties:
Net charge = -1
HOMO-LUMO gap (spin up / spin down) = 6.0 / 6.0 eV
Spin multiplicity = 1
E = -62317.093 eV
HOMO level (spin up / spin down) = -4.0 / -4.0 eV
ΔE to the lowest compared entry with this formula, charge and spin = 42.3 kJ/mol

Entry 3:
# C20H41DyN2P3Se

A molecular structure, C20H41DyN2P3Se in a non-equilibrium geometry (ωB97M-V/def2-TZVPD, the OMol25 dataset).

The geometry in XYZ format:
```
68
Properties=species:S:1:pos:R:3
Dy -0.8141 -0.1733 0.2139
P -1.6985 -2.4429 1.3691
P 1.4946 -0.4423 2.3674
P 1.3158 -1.3930 -1.1851
H -3.3427 1.9721 -2.6107
C -2.7588 1.0473 -2.6492
C -2.1296 0.5740 -1.5554
H -2.2340 1.2184 -0.6400
C -3.2268 -2.3429 2.3897
C -0.7173 -3.7154 2.2607
C -2.4142 -3.3750 -0.0514
C 2.7751 0.8591 2.5620
C 0.6957 -0.2566 4.0059
C 2.5528 -1.9033 2.7335
C 0.9522 -1.3403 -2.9575
C 1.5044 -3.1578 -0.7868
C 3.0485 -0.8728 -1.0179
H -2.7707 0.4174 -3.5272
H -1.9463 -0.5483 -1.5670
H -3.7581 -1.4093 2.1470
H -2.9642 -2.3766 3.4578
H -3.8748 -3.2035 2.1615
H -0.3927 -3.2607 3.2134
H 0.1286 -4.0167 1.6182
H -1.3622 -4.5883 2.4683
H -2.8508 -2.6601 -0.7673
H -3.2145 -4.0557 0.2736
H -1.6496 -3.9813 -0.5520
H 3.3374 0.6893 3.4927
H 2.2846 1.8370 2.6088
H 3.4664 0.8536 1.7111
H 1.4349 -0.3585 4.8128
H -0.0736 -1.0204 4.1448
H 0.2448 0.7371 4.0882
H 3.1201 -1.7153 3.6562
H 3.2697 -2.0908 1.9288
H 1.9419 -2.7988 2.8790
H 1.8031 -1.7601 -3.4984
H 0.7734 -0.3158 -3.3023
H 0.0410 -1.9163 -3.1518
H 2.1623 -3.6115 -1.5376
H 0.5266 -3.6501 -0.7967
H 1.9411 -3.2960 0.2098
H 3.6362 -1.3633 -1.8085
H 3.4639 -1.1669 -0.0442
H 3.0903 0.2202 -1.0977
C 0.9761 3.3057 -2.6389
C -0.2816 3.6902 -3.1578
C -0.3939 3.9457 -4.5261
C 0.7040 3.6963 -5.3573
C 1.9340 3.2739 -4.8574
C 2.0871 3.1584 -3.4805
Se 1.2823 2.9768 -0.7741
H 2.7608 2.9024 -0.8682
H -1.1782 3.7179 -2.5267
H -1.3402 4.2937 -4.9471
H 0.6397 3.8148 -6.4268
H 2.7740 3.1038 -5.5303
H 3.0500 2.8402 -3.0992
N -2.2095 3.3494 2.2151
C -2.3395 2.4515 3.2832
C -2.2526 1.2006 2.7413
N -2.0371 1.3369 1.3693
C -1.9911 2.6559 1.0911
H -2.1872 4.3629 2.2422
H -2.4917 2.7645 4.3060
H -2.3639 0.2135 3.1773
H -1.9535 3.0994 0.0953
```

Computed properties:
Net charge = +3
HOMO-LUMO gap (spin up / spin down) = 5.8 / 6.0 eV
Spin multiplicity = 6
E = -141655.835 eV
HOMO level (spin up / spin down) = -15.8 / -15.8 eV

Entry 4:
# C20H41FNO13S2

A molecular structure, C20H41FNO13S2 (ωB97M-V/def2-TZVPD, the OMol25 dataset).

The geometry in XYZ format:
```
78
Properties=species:S:1:pos:R:3
C -0.5858 -3.5174 3.3872
C -0.3759 -2.0094 3.4677
F -0.9947 -1.4511 4.5738
S -0.9917 -1.0787 1.9758
O -1.6858 -2.0176 1.1131
O -1.7865 0.0076 2.5146
N 0.2692 -0.5662 1.1850
S 1.5528 0.1396 1.7573
O 2.1020 0.9393 0.6766
O 2.4749 -0.8003 2.3781
C 1.0768 1.2705 3.0791
C 1.3836 2.7303 2.7500
O 1.2337 3.5631 3.9007
H -1.0344 -3.7961 2.4340
H -1.2112 -3.8992 4.1999
H 0.3869 -4.0073 3.4411
H 0.6908 -1.7946 3.5666
H 0.0107 1.1546 3.2967
H 1.6425 0.9496 3.9605
H 0.6599 3.1033 2.0224
H 2.3874 2.8302 2.3261
H 1.6608 3.1245 4.6507
O 3.3610 1.4597 -5.2771
C 2.3846 1.3026 -4.5853
O 2.5112 0.6720 -3.4145
C 1.4322 0.5735 -2.4569
C 0.5126 -0.5908 -2.7485
C 1.0229 1.7714 -5.0517
H 0.8922 1.5187 -2.3962
H 1.9165 0.4280 -1.4965
H 0.0077 -0.4896 -3.7114
H -0.2398 -0.6584 -1.9618
H 1.0840 -1.5200 -2.7623
H 0.6108 1.0237 -5.7288
H 1.1696 2.6950 -5.6081
H 0.3094 1.9526 -4.2525
O -3.8841 -4.0988 4.7594
C -4.1596 -3.5818 3.7029
O -4.5852 -2.3086 3.7062
C -4.7979 -1.5608 2.4903
C -6.1853 -1.7869 1.9213
C -4.0986 -4.3437 2.4007
H -4.0064 -1.7676 1.7758
H -4.6693 -0.5256 2.7938
H -6.3399 -2.8255 1.6242
H -6.3285 -1.1566 1.0425
H -6.9473 -1.5321 2.6609
H -5.0247 -4.9119 2.2933
H -3.2682 -5.0418 2.4702
H -3.9565 -3.7161 1.5268
O -3.0166 3.8162 -4.2263
C -2.0878 4.5761 -4.2086
O -1.2191 4.5102 -3.1788
C -0.0009 5.2615 -3.1384
C -0.2081 6.6687 -2.6193
C -1.9029 5.6305 -5.2778
H 0.4887 5.2503 -4.1140
H 0.6392 4.7015 -2.4579
H -0.8579 7.2499 -3.2743
H 0.7509 7.1826 -2.5436
H -0.6642 6.6359 -1.6301
H -2.5330 6.4831 -5.0235
H -2.2536 5.2110 -6.2172
H -0.8811 5.9763 -5.4030
O 1.4005 -3.5767 1.2732
C 2.4723 -3.4789 0.7485
O 3.5117 -4.1880 1.2667
C 4.8053 -4.1682 0.6636
C 5.6190 -2.9691 1.1060
C 2.7000 -2.5213 -0.3943
H 4.7268 -4.2246 -0.4232
H 5.2753 -5.0933 0.9994
H 5.1511 -2.0341 0.7989
H 6.6213 -3.0143 0.6758
H 5.7022 -2.9572 2.1929
H 2.8461 -1.5364 0.0521
H 1.7840 -2.4912 -0.9794
H 3.5415 -2.7556 -1.0407
```

Computed properties:
Net charge = -1
HOMO-LUMO gap = 8.5 eV
Spin multiplicity = 1
E = -73902.179 eV
HOMO level = -6.4 eV

Entry 5:
# C20H42AsClF3I2N2O6P2

A molecular structure, C20H42AsClF3I2N2O6P2 (ωB97M-V/def2-TZVPD, the OMol25 dataset).

The geometry in XYZ format:
```
79
Properties=species:S:1:pos:R:3
C 2.8728 -5.5859 0.9823
C 2.1477 -4.3827 0.3529
C 3.0155 -3.1579 0.1034
I 4.5822 -3.7759 -1.2672
As 2.0410 -1.3785 -0.4635
C 0.1588 -2.2129 -0.5901
C -0.8026 -2.4815 0.5819
C -1.7828 -1.3506 0.9379
C -3.1519 -1.8713 1.3880
C -3.9887 -2.5409 0.2751
C -4.0163 -4.0743 0.3532
O -4.1096 -4.6790 -0.9433
C -2.9898 -5.0245 -1.6498
C -1.9259 -5.8402 -0.9356
O -2.9414 -4.7950 -2.8264
C 2.2248 -1.6978 -2.4712
C 1.3482 -0.7447 -3.2873
C 0.3182 -1.3691 -4.2038
F 0.2084 -0.6799 -5.3537
F 0.5866 -2.6327 -4.5594
F -0.9158 -1.3907 -3.6847
P 1.4672 -0.7332 1.9086
O 2.0305 -1.9904 2.8711
Cl 2.7916 0.7046 2.6313
P 4.0563 0.1200 -0.3786
O 4.7138 -0.0354 -1.9168
I 5.9242 -0.7991 1.0184
H 2.1841 -6.1461 1.6264
H 3.2453 -6.2767 0.2237
H 3.7094 -5.2603 1.6082
H 1.6817 -4.6978 -0.5852
H 1.3479 -4.0902 1.0412
H 3.5815 -2.9492 1.0178
H 1.4086 0.0760 -0.7524
H 0.2709 -3.1206 -1.1917
H -0.3556 -1.5015 -1.2469
H -1.4171 -3.3403 0.2789
H -0.2986 -2.8224 1.4945
H -1.3646 -0.7090 1.7170
H -1.9142 -0.7046 0.0608
H -3.7139 -1.0231 1.7945
H -3.0338 -2.5721 2.2288
H -5.0214 -2.1853 0.3561
H -3.6227 -2.2460 -0.7137
H -4.9011 -4.4205 0.8947
H -3.1461 -4.4411 0.9033
H -0.9778 -5.2990 -0.9819
H -2.1537 -6.0538 0.1067
H -1.8158 -6.7790 -1.4809
H 1.9402 -2.7390 -2.6431
H 3.2566 -1.6080 -2.7954
H 1.9744 -0.1248 -3.9362
H 0.8012 -0.0390 -2.6448
H 1.7299 -2.8322 2.5150
H 5.6652 0.1083 -1.8821
C -0.0283 2.7175 1.4575
O -0.7172 1.7230 1.5457
N -0.0984 3.7744 2.2948
C 0.7686 4.9223 2.1496
C -1.0688 3.7395 3.3706
H 0.7438 2.8302 0.6781
H 1.3889 5.0591 3.0396
H 0.1806 5.8270 1.9853
H 1.4255 4.7584 1.2960
H -0.8850 2.8862 4.0254
H -2.0812 3.6461 2.9754
H -0.9926 4.6633 3.9401
C -1.9388 7.7250 0.4719
O -1.6721 7.3051 1.5795
N -1.0738 8.4013 -0.3109
C -1.4356 8.8741 -1.6283
C 0.2657 8.6470 0.1948
H -2.9256 7.5784 0.0031
H -0.7968 8.4295 -2.3941
H -1.3488 9.9611 -1.6931
H -2.4671 8.5965 -1.8379
H 0.7758 7.7081 0.4104
H 0.2297 9.2270 1.1174
H 0.8283 9.1963 -0.5566
```

Computed properties:
Net charge = -1
HOMO-LUMO gap = 5.2 eV
Spin multiplicity = 1
E = -152979.988 eV
HOMO level = -3.3 eV

Entry 6:
# C20H42AsIN4OsPS

A molecular structure, C20H42AsIN4OsPS in a non-equilibrium geometry (ωB97M-V/def2-TZVPD, the OMol25 dataset).

The geometry in XYZ format:
```
71
Properties=species:S:1:pos:R:3
Os -1.1315 1.1755 0.4773
I -2.5487 6.2427 -2.7057
C -2.7151 4.5493 -1.5583
C -3.8882 3.8920 -1.1853
N -3.5528 2.8382 -0.4506
N -2.2059 2.7498 -0.2980
C -1.7032 3.8078 -0.9875
H -4.9190 4.1289 -1.4015
H -4.1539 2.1283 -0.0574
H -0.6418 3.9897 -1.0250
C -1.7247 -1.6774 3.3280
As -3.3112 -0.9947 2.5061
C -4.1165 0.3135 3.6456
C -4.5568 -2.4208 2.2428
S -3.0539 -0.1167 0.5044
H -1.9573 -1.8512 4.3788
H -0.9119 -0.9593 3.2446
H -1.4557 -2.6184 2.8521
H -4.2352 -0.1249 4.6371
H -5.0966 0.5689 3.2473
H -3.4899 1.2003 3.7076
H -4.6217 -2.9960 3.1663
H -4.2212 -3.0603 1.4289
H -5.5321 -2.0018 2.0025
C 3.3226 0.9521 -0.1007
C 2.8923 -0.5062 0.1250
C 2.6776 -0.6863 1.6410
C 3.9807 -1.4404 -0.4115
P 1.2505 -0.7820 -0.7678
N 0.0667 -0.0136 0.2126
C 1.1585 0.0321 -2.4713
C 1.0633 1.5626 -2.3543
C 2.3887 -0.3353 -3.3102
C -0.1379 -0.4213 -3.1614
C 0.7537 -2.6023 -0.8102
C 1.1521 -3.2660 0.5156
C -0.7757 -2.6961 -0.9161
C 1.4433 -3.3238 -1.9719
H 4.1916 1.1359 0.5335
H 2.5426 1.6556 0.1891
H 3.6336 1.1458 -1.1239
H 3.5330 -0.2436 2.1538
H 2.6315 -1.7266 1.9444
H 1.7825 -0.1730 1.9952
H 4.9267 -1.1182 0.0293
H 4.0965 -1.3769 -1.4917
H 3.8383 -2.4796 -0.1304
H 1.8947 2.0257 -1.8351
H 0.1282 1.8694 -1.8854
H 1.0523 1.9592 -3.3712
H 3.3005 0.1257 -2.9365
H 2.2203 0.0527 -4.3166
H 2.5471 -1.4063 -3.4027
H -1.0138 -0.2669 -2.5287
H -0.1098 -1.4550 -3.4938
H -0.2686 0.1942 -4.0532
H 0.7471 -2.7364 1.3794
H 2.2248 -3.3759 0.6370
H 0.7335 -4.2739 0.5119
H -1.2648 -2.1175 -0.1322
H -1.0517 -3.7447 -0.7883
H -1.1696 -2.3778 -1.8764
H 2.5238 -3.1902 -1.9707
H 1.0474 -3.0475 -2.9449
H 1.2596 -4.3930 -1.8448
C 1.7152 4.3467 2.3557
C 0.8481 3.3719 1.7189
N 0.1699 2.5991 1.2129
H 2.5920 4.5195 1.7305
H 2.0299 3.9791 3.3326
H 1.1758 5.2862 2.4833
```

Computed properties:
Net charge = +3
HOMO-LUMO gap = 6.1 eV
Spin multiplicity = 1
E = -118887.357 eV
HOMO level = -16.3 eV
ΔE to the lowest compared entry with this formula, charge and spin = 10.6 kJ/mol

- Look up the spin multiplicity of the third one.
  6